(1)
# C22H53N2O10P3S

3 unconnected molecules or ions with the total composition C22H53N2O10P3S in a non-equilibrium geometry (ωB97M-V/def2-TZVPD, the OMol25 dataset).

Last column: Mulliken charge in e.
Element x y z (Å)
C (1.50073, 0.79655, 1.55955)  -1.055
C (0.57013, 0.27079, 0.46830)  0.170
O (1.31617, -0.03716, -0.69297)  -0.137
C (0.65499, 0.17416, -1.91981)  0.264
C (0.86301, -1.06387, -2.80347)  -0.723
C (1.98932, -0.91509, -3.78311)  0.405
O (1.91907, -0.20278, -4.76214)  -0.559
O (3.05911, -1.71903, -3.53174)  -0.313
C (4.35778, -1.22388, -3.85395)  0.927
C (4.80625, -1.70452, -5.28856)  -2.019
C (3.99553, -2.86942, -5.84361)  1.282
C (4.21882, -4.15161, -5.03886)  -1.662
C (4.51858, -3.12172, -7.28838)  -1.472
P (5.57477, -2.06889, -2.66421)  -0.234
P (5.69640, -0.98823, -0.77236)  0.703
O (4.43931, -0.79403, -0.04558)  -0.502
O (6.73217, -1.86114, 0.09648)  -0.514
O (6.52415, 0.33233, -1.04694)  -0.503
P (4.58029, 0.61619, -3.83739)  0.181
S (3.84279, 1.63618, -2.36492)  -0.350
H (1.38345, 1.86256, 1.74452)  0.221
H (1.32533, 0.28263, 2.50221)  0.342
H (2.54302, 0.61265, 1.30717)  0.191
H (-0.21133, 1.01481, 0.31827)  0.228
H (0.15550, -0.66581, 0.84363)  -0.027
H (0.99567, 1.07983, -2.42190)  0.438
H (-0.41387, 0.24429, -1.72721)  -0.462
H (1.08346, -1.88799, -2.12976)  0.272
H (-0.05888, -1.30799, -3.32368)  0.412
H (4.77871, -0.84655, -5.96201)  0.359
H (5.83840, -2.03905, -5.21662)  0.642
H (2.93797, -2.63601, -5.91261)  0.242
H (3.90544, -5.00671, -5.63405)  0.539
H (3.65411, -4.17800, -4.11070)  0.240
H (5.28383, -4.29775, -4.85783)  0.321
H (3.83458, -2.74381, -8.04215)  0.348
H (5.45594, -2.58256, -7.43187)  0.377
H (4.76052, -4.16595, -7.45476)  0.376
H (4.86565, -3.21274, -2.25639)  0.026
H (6.46778, -2.78623, 0.07799)  0.359
H (5.96941, 1.03975, -0.67874)  0.349
H (5.97716, 0.75723, -3.91892)  0.160
H (4.04419, 1.05659, -5.05517)  0.134
C (-6.86231, 0.41403, -1.93876)  -0.734
O (-6.64844, 0.40002, -0.54084)  -0.328
C (-7.14524, -0.75978, 0.11654)  -0.824
C (-6.01379, -1.62331, 0.63072)  -0.105
N (-5.28893, -2.25578, -0.46510)  -0.312
C (-4.04340, -2.90706, -0.06805)  -0.969
C (-2.92786, -2.03633, 0.50083)  -0.412
O (-2.34995, -1.14206, -0.43284)  -0.188
C (-3.03807, 0.08694, -0.58628)  -0.638
H (-6.59821, 1.40647, -2.30001)  0.235
H (-6.23468, -0.32057, -2.45507)  0.303
H (-7.91166, 0.22278, -2.18091)  0.347
H (-7.81249, -1.33085, -0.53494)  0.404
H (-7.73068, -0.41372, 0.97308)  0.397
H (-6.42540, -2.40255, 1.27870)  0.406
H (-5.36243, -0.98267, 1.24043)  0.068
H (-5.07612, -1.55458, -1.16176)  0.101
H (-3.64969, -3.40919, -0.95522)  0.371
H (-4.27945, -3.68999, 0.65947)  0.447
H (-2.11896, -2.70798, 0.80170)  0.387
H (-3.23302, -1.50086, 1.40762)  0.306
H (-3.53122, 0.40519, 0.33543)  0.276
H (-3.76944, 0.02237, -1.39652)  0.152
H (-2.30805, 0.84700, -0.86560)  0.327
C (1.23065, 3.19889, 7.15582)  -0.693
O (0.47252, 4.23193, 6.55694)  -0.356
C (0.70474, 4.39465, 5.16292)  -0.796
C (-0.50515, 3.97859, 4.35458)  -0.344
N (-0.70237, 2.53533, 4.40301)  -0.057
C (-1.97489, 2.08204, 3.84881)  -0.597
C (-3.26183, 2.52790, 4.53582)  -0.653
O (-3.44914, 1.98651, 5.82908)  -0.429
C (-2.82549, 2.69637, 6.88347)  -0.526
H (1.09896, 3.27949, 8.23353)  0.240
H (0.89083, 2.20696, 6.83873)  0.281
H (2.29473, 3.30395, 6.92568)  0.344
H (1.59791, 3.85106, 4.84256)  0.386
H (0.88323, 5.46016, 4.99217)  0.401
H (-0.35980, 4.28119, 3.31310)  0.373
H (-1.37066, 4.52673, 4.75084)  0.208
H (-0.64307, 2.22997, 5.36520)  0.042
H (-1.95614, 0.98896, 3.86434)  0.371
H (-2.01886, 2.38232, 2.79621)  0.333
H (-4.09333, 2.14842, 3.93530)  0.360
H (-3.37105, 3.61882, 4.55490)  0.375
H (-2.77643, 3.76907, 6.68106)  0.277
H (-1.82049, 2.31501, 7.08422)  0.178
H (-3.42079, 2.54012, 7.78335)  0.288

## Properties
LUMO	0.5477	eV

---

(2)
# C22H54Br3O14P3Si

4 unconnected molecules or ions with the total composition C22H54Br3O14P3Si in a non-equilibrium geometry (ωB97M-V/def2-TZVPD, the OMol25 dataset).

Last column: Mulliken charge in e.
Element x y z (Å)
C (4.36394, -4.66558, -4.22499)  -0.742
C (4.99184, -6.06704, -4.10239)  -0.257
Br (5.48620, -6.47339, -2.23676)  -0.120
C (4.11092, -7.19021, -4.69304)  -0.469
Br (3.74383, -6.82114, -6.58409)  -0.082
Si (2.55320, -7.61045, -3.69137)  0.542
Br (1.81627, -9.66971, -4.24322)  -0.300
C (1.15994, -6.31575, -3.83083)  -0.349
O (0.76981, -6.23041, -5.17702)  -0.138
O (0.10833, -5.00416, -5.45188)  -0.362
H (3.49863, -4.63055, -4.88828)  0.261
H (4.05598, -4.33332, -3.22984)  0.114
H (5.10757, -3.95877, -4.59593)  0.267
H (5.94594, -6.05547, -4.62662)  0.502
H (4.74355, -8.08320, -4.68923)  0.434
H (2.85230, -7.68127, -2.25405)  -0.126
H (0.35281, -6.64568, -3.16043)  0.337
H (1.58389, -5.38128, -3.43006)  0.156
H (0.48107, -4.30987, -4.88540)  0.337
O (1.42897, -1.07908, -2.42276)  -0.780
P (2.29337, 0.13220, -2.33189)  1.208
O (3.68453, -0.32339, -3.05705)  -0.346
C (3.68371, -0.50589, -4.46921)  -0.155
C (3.50200, 0.79526, -5.23151)  -1.101
O (2.74803, 0.08083, -0.76418)  -0.415
C (2.12739, -0.83207, 0.14346)  -0.275
C (2.82652, -2.17941, 0.14728)  -0.698
O (2.66217, 1.74567, -2.36802)  -0.344
C (1.58016, 2.66742, -2.60644)  -0.354
C (0.43234, 2.49044, -1.63225)  -1.059
H (2.90600, -1.22639, -4.74277)  0.216
H (4.64805, -0.94372, -4.72785)  0.304
H (2.48394, 1.17814, -5.11095)  0.199
H (3.67301, 0.64629, -6.29815)  0.430
H (4.18523, 1.56018, -4.86402)  0.285
H (1.06586, -0.93450, -0.07885)  0.307
H (2.19500, -0.39029, 1.13894)  0.308
H (3.05557, -2.53024, -0.85862)  -0.018
H (2.21312, -2.93035, 0.64813)  0.300
H (3.78088, -2.10790, 0.67265)  0.315
H (1.22406, 2.54883, -3.63430)  0.265
H (1.99339, 3.67162, -2.52052)  0.346
H (-0.02016, 1.49578, -1.71932)  0.400
H (-0.34572, 3.22985, -1.82523)  0.382
H (0.77820, 2.59853, -0.60416)  0.266
O (-1.49799, -1.11975, 3.63084)  -0.758
P (-1.17622, -2.20522, 4.59807)  1.069
O (0.45508, -2.28310, 4.58318)  -0.355
C (1.19493, -1.22056, 5.18071)  -0.303
C (1.02531, -1.16574, 6.68926)  -1.026
O (-1.54212, -3.53332, 3.71732)  -0.346
C (-2.22687, -3.41246, 2.47045)  -0.427
C (-1.25906, -3.20567, 1.32140)  -0.745
O (-1.32620, -3.10684, 5.98058)  -0.297
C (-2.37277, -2.74200, 6.89961)  -0.241
C (-3.73960, -2.69566, 6.24434)  -1.136
H (0.90390, -0.26830, 4.72683)  0.284
H (2.24265, -1.39717, 4.93826)  0.344
H (0.01548, -0.83837, 6.95582)  0.186
H (1.72764, -0.45885, 7.13221)  0.414
H (1.17980, -2.14806, 7.13461)  0.275
H (-2.96880, -2.61562, 2.51264)  0.319
H (-2.77806, -4.34210, 2.31855)  0.360
H (-0.48439, -2.47643, 1.55651)  0.060
H (-1.78585, -2.87653, 0.42439)  0.383
H (-0.73993, -4.13903, 1.09324)  0.297
H (-2.13754, -1.77336, 7.35124)  0.262
H (-2.36522, -3.48294, 7.69806)  0.344
H (-3.78107, -1.93628, 5.45528)  0.354
H (-4.50529, -2.45335, 6.98151)  0.408
H (-3.97960, -3.65437, 5.78471)  0.274
O (-2.96824, 6.19902, -1.08205)  -0.759
P (-3.18916, 6.49838, 0.36658)  1.064
O (-1.99645, 5.63031, 1.08965)  -0.322
C (-0.66607, 6.12908, 1.02511)  -0.282
C (-0.48883, 7.40379, 1.83308)  -1.048
O (-4.45741, 5.47878, 0.60990)  -0.350
C (-5.14630, 4.88393, -0.48954)  -0.371
C (-4.50056, 3.57876, -0.91937)  -0.752
O (-3.63596, 7.20328, 1.81096)  -0.274
C (-4.07620, 8.57303, 1.77575)  -0.246
C (-5.21317, 8.79838, 0.79795)  -1.116
H (-0.38255, 6.29178, -0.01991)  0.271
H (-0.01318, 5.35473, 1.42809)  0.336
H (-1.01214, 8.24101, 1.35937)  0.195
H (0.56528, 7.67391, 1.90529)  0.418
H (-0.89683, 7.28814, 2.83656)  0.277
H (-5.22083, 5.58334, -1.32149)  0.319
H (-6.16668, 4.68844, -0.15475)  0.368
H (-3.41541, 3.65237, -0.97639)  0.040
H (-4.87981, 3.26298, -1.89256)  0.338
H (-4.71811, 2.79332, -0.19322)  0.286
H (-3.22965, 9.22023, 1.52620)  0.258
H (-4.39420, 8.82962, 2.78564)  0.341
H (-4.90841, 8.57396, -0.23110)  0.348
H (-5.54049, 9.83772, 0.82994)  0.407
H (-6.05847, 8.15221, 1.03372)  0.265

## Properties
LUMO	-0.6233	eV

---

| no. | gap between HOMO and LUMO (eV) | HOMO energy (eV) |
| --- | --- | --- |
| 1 | 9.18 | -8.63 |
| 2 | 8.91 | -9.53 |